No. 1
Molecular formula: C8H16O4S2
Method: DFT, ωB97M-V/def2-TZVPD

Output
SMILES: O=S1(=O)CCCC1.O=S1(=O)CCCC1
frontier orbital gap: 0.38639 Eh
E_HOMO: -10.082 eV
DFT total energy: -38411.090 eV
2S+1: 1
energy above the lowest of the compared OMol25 structures with the same formula, charge and spin: 334.99 kJ/mol

Each line ends with the Löwdin charge.
Cartesian coordinates (Å):
C: -0.054 1.485 1.629  -0.205
C: -1.369 0.940 2.020  -0.254
C: -1.188 0.195 3.219  -0.243
S: 0.156 0.928 4.107  0.633
O: 1.183 -0.061 4.203  -0.299
O: -0.266 1.623 5.244  -0.282
C: 0.545 2.111 2.847  -0.169
H: -0.244 2.121 0.910  0.084
H: 0.406 0.702 1.326  0.054
H: -1.940 0.442 1.289  0.107
H: -2.011 1.829 2.234  0.145
H: -1.048 -0.800 2.831  0.122
H: -1.947 0.279 4.009  0.118
H: 1.683 2.230 3.064  0.163
H: 0.066 2.871 2.942  -0.002
C: 0.316 -1.536 -3.964  -0.256
C: 1.476 -1.074 -3.328  -0.294
C: 1.083 -0.105 -2.304  -0.261
S: -0.243 -0.897 -1.554  0.647
O: -1.412 -0.098 -1.424  -0.314
O: 0.127 -1.693 -0.376  -0.315
C: -0.726 -1.929 -2.886  -0.179
H: 0.528 -2.376 -4.546  0.108
H: -0.014 -0.881 -4.682  0.106
H: 2.192 -0.579 -4.088  0.158
H: 2.222 -1.845 -2.808  0.178
H: 0.698 0.752 -2.634  0.069
H: 1.923 0.166 -1.603  0.152
H: -1.726 -1.880 -3.242  0.102
H: -0.424 -2.918 -2.442  0.126



No. 2
Molecular formula: C5H6N2
Method: DFT, ωB97M-V/def2-TZVPD

Output
frontier orbital gap (alpha / beta): 0.28097 / 0.28094 Eh
E_HOMO (alpha / beta): -7.712 / -7.712 eV
DFT total energy: -8256.775 eV
2S+1: 1
energy above the lowest of the compared OMol25 structures with the same formula, charge and spin: 538.76 kJ/mol

Each line ends with the Löwdin charge.
Cartesian coordinates (Å):
C: 0.472 1.762 -0.034  -0.022
C: 0.501 0.406 -0.217  -0.378
C: -1.688 -0.718 0.091  -0.054
C: -0.860 0.237 -0.289  -0.201
C: 1.372 -0.672 0.018  -0.092
N: -0.993 1.832 -0.191  0.044
N: -1.749 -1.925 0.137  0.190
H: 1.204 2.498 -0.115  0.084
H: 1.371 -1.084 1.171  0.141
H: 1.266 -1.691 -0.492  0.096
H: 2.365 -0.209 -0.185  0.086
H: -1.402 2.173 0.632  0.058
H: -1.859 -2.610 -0.527  0.049



No. 3
Molecular formula: C4H10N2O
Method: DFT, ωB97M-V/def2-TZVPD

Output
SMILES: CO/C=C(\C)NN
frontier orbital gap: 0.31360 Eh
E_HOMO: -7.521 eV
DFT total energy: -9335.677 eV
2S+1: 1
energy above the lowest of the compared OMol25 structures with the same formula, charge and spin: 319.41 kJ/mol

Each line ends with the Löwdin charge.
Cartesian coordinates (Å):
C: 0.183 -2.214 -1.335  -0.101
C: 1.111 -0.105 1.367  -0.035
N: -0.464 1.655 0.738  -0.112
C: 0.248 0.544 0.311  -0.318
N: -1.481 2.203 -0.043  0.008
C: 0.220 0.047 -0.940  -0.169
O: 0.958 -1.020 -1.384  -0.175
H: -0.485 1.787 1.753  0.132
H: -2.393 1.833 0.227  0.083
H: -1.521 3.217 0.076  0.084
H: -0.367 0.482 -1.740  0.109
H: 0.678 -2.965 -1.958  0.085
H: -0.834 -2.066 -1.714  0.086
H: 0.151 -2.592 -0.307  0.083
H: 1.748 -0.903 0.973  0.080
H: 1.770 0.639 1.828  0.080
H: 0.479 -0.540 2.148  0.080



No. 4
Molecular formula: C37H30N4S4SbSe4Zr
Method: DFT, ωB97M-V/def2-TZVPD

Output
<S²>: 0.77
frontier orbital gap (alpha / beta): 0.15207 / 0.18592 Eh
E_HOMO (alpha / beta): -5.080 / -6.000 eV
DFT total energy: -357353.696 eV
2S+1: 2

Each line ends with the Löwdin spin population.
Cartesian coordinates (Å):
Zr: 2.037 2.442 0.336  0.091
Se: 4.004 6.367 1.767  0.066
Sb: 2.362 5.348 0.374  0.153
Se: 3.700 3.605 -1.253  0.266
Se: 0.726 3.488 2.240  0.298
Se: 0.796 6.677 -0.859  0.075
N: 0.477 2.522 -1.295  -0.002
S: -0.721 1.874 -0.755  0.000
N: -0.296 0.712 0.336  0.001
S: -0.375 -0.722 0.822  0.001
N: 0.920 -1.550 0.646  0.000
S: 2.345 -0.904 0.169  0.002
N: 2.815 0.402 0.639  0.002
C: 3.412 -2.234 0.651  0.001
C: 3.025 -3.216 1.549  0.000
C: 3.960 -4.167 1.935  0.000
C: 5.249 -4.125 1.426  0.000
C: 5.622 -3.128 0.532  0.000
C: 4.703 -2.170 0.142  0.000
C: 2.269 -1.061 -1.608  0.000
C: 2.659 0.029 -2.366  0.003
C: 2.534 -0.040 -3.749  0.001
C: 2.054 -1.194 -4.345  0.000
C: 1.697 -2.297 -3.570  0.000
C: 1.799 -2.234 -2.193  0.000
C: -1.650 -1.688 0.085  0.000
C: -2.917 -1.137 -0.075  0.000
C: -3.895 -1.883 -0.706  0.000
C: -3.609 -3.164 -1.162  0.000
C: -2.346 -3.708 -0.986  0.000
C: -1.354 -2.968 -0.361  0.000
C: -0.732 -0.649 2.546  0.003
C: -1.875 -1.215 3.098  0.000
C: -2.115 -1.028 4.451  0.002
C: -1.231 -0.282 5.218  0.001
C: -0.095 0.276 4.648  0.005
C: 0.170 0.091 3.303  0.010
C: -1.856 2.901 0.132  0.002
C: -1.855 4.225 -0.275  0.000
C: -2.658 5.125 0.412  0.002
C: -3.434 4.691 1.474  0.000
C: -3.400 3.361 1.883  0.002
C: -2.593 2.454 1.220  0.004
C: -1.725 1.018 -1.947  0.000
C: -1.111 0.001 -2.665  0.000
C: -1.841 -0.682 -3.623  0.000
C: -3.160 -0.322 -3.877  0.000
C: -3.750 0.720 -3.179  0.000
C: -3.035 1.399 -2.201  0.000
H: 2.017 -3.227 1.938  0.000
H: 3.679 -4.940 2.638  0.000
H: 5.972 -4.870 1.730  0.000
H: 6.631 -3.092 0.145  0.000
H: 4.982 -1.373 -0.538  0.000
H: 3.055 0.926 -1.900  0.007
H: 2.813 0.816 -4.348  0.001
H: 1.962 -1.243 -5.422  0.000
H: 1.339 -3.202 -4.044  0.000
H: 1.525 -3.079 -1.574  0.000
H: -3.133 -0.138 0.276  0.000
H: -4.880 -1.459 -0.848  0.000
H: -4.378 -3.741 -1.659  0.000
H: -2.130 -4.707 -1.339  0.000
H: -0.359 -3.363 -0.213  0.000
H: -2.558 -1.796 2.495  0.000
H: -2.996 -1.465 4.901  0.000
H: -1.432 -0.129 6.270  0.000
H: 0.580 0.877 5.241  0.001
H: 1.043 0.537 2.843  0.005
H: -1.177 4.567 -1.050  0.000
H: -2.626 6.170 0.135  0.000
H: -4.041 5.401 2.020  0.000
H: -3.964 3.041 2.749  0.000
H: -2.479 1.448 1.599  0.001
H: -0.073 -0.244 -2.479  0.000
H: -1.373 -1.482 -4.180  0.000
H: -3.724 -0.849 -4.636  0.000
H: -4.769 1.012 -3.395  0.000
H: -3.488 2.212 -1.649  0.000
S: 4.613 2.709 3.241  -0.006
C: 3.659 2.721 2.066  0.002



No. 5
Molecular formula: C31H43BrN7O2Si2Y
Method: DFT, ωB97M-V/def2-TZVPD

Output
frontier orbital gap: 0.26305 Eh
E_HOMO: -12.731 eV
DFT total energy: -134199.229 eV
2S+1: 1
energy above the lowest of the compared OMol25 structures with the same formula, charge and spin: 432.49 kJ/mol
charge: +2

Each line ends with the Löwdin charge.
Cartesian coordinates (Å):
Y: 1.076 1.125 -0.712  1.665
C: -1.036 2.803 1.760  -0.161
Si: -0.479 3.900 0.331  0.424
C: 1.293 4.413 0.712  -0.165
C: -1.641 5.353 0.251  -0.156
C: -0.429 2.827 -1.200  -0.488
C: -1.512 1.829 -1.224  -0.426
C: -2.888 1.863 -1.735  0.033
C: -3.389 0.635 -1.560  0.050
C: -2.349 -0.253 -0.955  -0.228
C: -1.839 -1.325 -1.896  -0.139
N: -1.208 0.650 -0.753  0.002
Si: -0.047 3.554 -2.882  0.436
C: -1.324 4.724 -3.573  -0.150
C: 1.627 4.401 -2.794  -0.170
C: 0.179 2.073 -4.042  -0.160
H: -1.077 3.397 2.676  0.050
H: -0.361 1.968 1.974  -0.010
H: -2.027 2.375 1.598  0.044
H: 1.367 4.823 1.721  0.049
H: 1.696 5.157 0.025  0.030
H: 2.004 3.568 0.699  0.010
H: -1.706 5.854 1.219  0.046
H: -2.647 5.025 -0.018  0.043
H: -1.325 6.099 -0.481  0.035
H: -3.372 2.730 -2.156  0.121
H: -4.382 0.293 -1.813  0.135
H: -2.671 -0.678 -0.001  0.162
H: -1.483 -0.897 -2.825  0.146
H: -1.697 5.404 -2.807  0.028
H: -2.180 4.191 -3.993  0.038
H: -0.898 5.328 -4.376  0.047
H: 1.583 5.367 -2.291  0.038
H: 2.012 4.580 -3.800  0.048
H: 2.396 3.816 -2.270  0.024
H: -0.674 1.387 -4.008  0.035
H: 1.101 1.513 -3.825  0.022
H: 0.292 2.394 -5.079  0.055
C: 4.590 -0.738 -1.171  -0.018
O: 3.177 -0.708 -1.457  -0.153
C: 2.528 -1.919 -1.486  -0.225
C: 3.051 -3.138 -1.100  -0.036
C: 2.179 -4.226 -1.032  -0.663
Br: 2.864 -5.905 -0.556  0.843
C: 0.815 -4.074 -1.227  -0.057
C: 0.284 -2.836 -1.589  -0.042
C: 1.185 -1.815 -1.835  -0.169
O: 0.814 -0.527 -2.260  -0.111
C: -1.151 -2.500 -1.319  -0.301
N: -2.372 -2.678 -2.148  0.157
C: -3.364 -3.124 -1.217  -0.188
C: -4.661 -3.489 -1.506  0.007
C: -5.453 -3.942 -0.455  -0.066
C: -4.937 -4.042 0.832  -0.069
C: -3.622 -3.685 1.116  -0.013
C: -2.846 -3.231 0.067  -0.213
N: -1.495 -2.814 0.057  0.127
H: 5.097 -1.393 -1.878  0.113
H: 4.764 -1.069 -0.147  0.103
H: 4.949 0.278 -1.302  0.101
H: 4.094 -3.261 -0.848  0.114
H: 0.146 -4.908 -1.059  0.130
H: 0.591 -0.501 -3.201  0.133
H: -5.042 -3.430 -2.516  0.122
H: -6.477 -4.231 -0.643  0.112
H: -5.566 -4.410 1.630  0.112
H: -3.232 -3.774 2.122  0.110
H: -0.828 -3.395 0.538  0.121
C: 1.992 -3.138 4.384  -0.069
C: 2.298 -1.816 5.080  -0.403
C: 3.730 -1.362 4.827  -0.062
C: 1.292 -0.720 4.732  -0.070
N: 1.255 -0.430 3.279  -0.051
C: 0.649 -1.090 2.281  -0.064
N: 0.968 -0.489 1.157  0.002
N: 1.733 0.550 1.511  -0.134
N: 1.914 0.609 2.778  0.140
H: 2.627 -3.926 4.784  0.094
H: 2.200 -3.091 3.311  0.070
H: 0.956 -3.453 4.529  0.085
H: 2.160 -1.964 6.155  0.150
H: 3.902 -1.165 3.765  0.070
H: 4.434 -2.138 5.125  0.092
H: 3.974 -0.456 5.380  0.089
H: 1.552 0.232 5.190  0.137
H: 0.271 -0.979 5.013  0.140
H: 0.023 -1.954 2.409  0.141